w:
C4H6N2 in the gas phase, computed with the ωB97M-V functional and the def2-TZVPD basis.

Properties
- Lowest unoccupied orbital energy: -0.078 eV
- HOMO energy: -9.20 eV

ORCA input file:
```
! RIJCOSX wB97M-V def2-TZVPD def2/J DEFGRID3
* xyz 0 1
N -0.704 0.595 0.538
C -2.035 -0.984 1.526
C 0.638 0.746 -0.035
H -0.009 -0.900 -1.248
H 0.270 0.574 -2.191
N -2.756 -1.892 1.423
H -1.467 0.765 -0.121
H 0.938 1.783 -0.167
C 0.640 -0.026 -1.354
C -0.816 -0.237 1.543
H 1.297 0.291 0.702
H 1.634 -0.394 -1.612
*
```

x:
A 2-piece molecular cluster, C4H6N2 overall, computed with the ωB97M-V functional and the def2-TZVPD basis.

Properties
- Lowest unoccupied orbital energy: 0.667 eV
- SMILES: C=CC#N.C=N
- HOMO energy: -10.20 eV

ORCA input file:
```
! RIJCOSX wB97M-V def2-TZVPD def2/J DEFGRID3
* xyz 0 1
H 2.787 0.276 0.627
N 1.931 0.240 0.068
H 2.646 -1.622 -0.575
H -1.251 1.999 1.504
H 1.010 -1.028 -1.233
H -2.828 0.161 1.071
C 1.877 -0.840 -0.596
C -1.746 -0.627 -0.610
C -1.943 0.312 0.461
C -1.080 1.302 0.688
H -0.172 1.418 0.103
N -1.588 -1.382 -1.475
*
```

y:
C4H6N2 in the gas phase, computed with the ωB97M-V functional and the def2-TZVPD basis.

Properties
- Lowest unoccupied orbital energy: 0.439 eV
- HOMO energy: -8.31 eV

ORCA input file:
```
! RIJCOSX wB97M-V def2-TZVPD def2/J DEFGRID3
* xyz 0 1
N -0.299 -0.125 0.154
N 2.761 1.489 -0.098
H 1.411 -1.260 0.621
H -0.677 1.796 1.008
H -1.456 -1.607 -0.822
H 1.114 -0.987 -1.105
H -1.537 1.400 -0.612
H -2.096 -0.982 0.830
C 1.997 0.622 -0.099
C 1.074 -0.518 -0.111
C -0.911 1.087 0.213
C -1.383 -0.914 0.021
*
```

z:
C4H6N2 in the gas phase, computed with the ωB97M-V functional and the def2-TZVPD basis.

Properties
- Lowest unoccupied orbital energy: 0.633 eV
- HOMO energy: -7.71 eV

ORCA input file:
```
! RIJCOSX wB97M-V def2-TZVPD def2/J DEFGRID3
* xyz 0 1
C 1.134 -0.941 0.309
H -0.603 2.498 -0.909
C -1.026 -0.463 -0.704
C -0.066 -1.555 -0.265
H 1.429 1.033 0.856
H -0.767 -1.663 0.597
N 0.853 0.336 0.396
N -0.810 1.995 -0.051
H 0.009 -2.528 -0.751
C -0.411 0.637 -0.166
H 2.080 -1.355 0.638
H -1.820 2.006 0.049
*
```

Relative stability in eV, measured from the most stable structure: w 0.797; x 0.000; y 2.152; z 1.617

w:
C4H6N2 in the gas phase, computed with the ωB97M-V functional and the def2-TZVPD basis.

Properties
- Lowest unoccupied orbital energy: 0.675 eV
- SMILES: C1=CCNN=C1
- HOMO energy: -7.95 eV

ORCA input file:
```
! RIJCOSX wB97M-V def2-TZVPD def2/J DEFGRID3
* xyz 0 1
C 1.711 0.385 0.124
H 0.295 -2.191 -0.009
H -1.813 1.362 -0.192
N 0.193 -1.232 0.092
H -1.967 -0.920 -0.723
H 2.725 0.478 -0.204
C -1.051 -0.566 -0.023
C -0.801 0.780 -0.124
N 1.528 -0.815 -0.175
H 0.389 2.312 0.166
H -1.679 -0.824 1.040
C 0.470 1.230 0.027
*
```

x:
C4H6N2 in the gas phase, computed with the ωB97M-V functional and the def2-TZVPD basis.

Properties
- Lowest unoccupied orbital energy: 0.354 eV
- HOMO energy: -7.07 eV

ORCA input file:
```
! RIJCOSX wB97M-V def2-TZVPD def2/J DEFGRID3
* xyz 0 1
H -1.143 -0.577 1.188
H -1.020 -1.522 -0.278
H -0.563 0.675 -1.354
C 1.486 -0.575 -0.729
C -0.882 0.740 -0.293
H 0.801 1.937 0.672
C 0.151 1.073 0.780
N -0.745 -0.684 0.246
C 0.706 -0.324 0.523
H -1.912 1.112 -0.248
H 1.156 -0.927 1.320
N 2.177 -0.672 -1.655
*
```

Relative stability in eV, measured from the most stable structure: w 0.000; x 0.051

w:
An isolated ion of composition H3O4PSi and charge -2, computed with the ωB97M-V functional and the def2-TZVPD basis.

Properties
- Lowest unoccupied orbital energy: 6.796 eV
- SMILES: O=P([O-])([O-])[SiH2]O
- HOMO energy: 0.25 eV

ORCA input file:
```
! RIJCOSX wB97M-V def2-TZVPD def2/J DEFGRID3
* xyz -2 1
O 2.049 0.077 1.326
H -1.833 0.341 1.657
O 1.034 -1.291 -0.665
O -1.482 -1.109 -0.831
Si -0.990 0.358 0.476
P 1.267 0.159 0.027
H -1.416 1.537 -0.302
O 1.869 1.183 -0.897
H -0.497 -1.256 -0.791
*
```

x:
An isolated ion of composition H3O4PSi and charge -2, computed with the ωB97M-V functional and the def2-TZVPD basis.

Properties
- Lowest unoccupied orbital energy: 7.161 eV
- SMILES: O=[P@@]([O-])(O)[SiH2][O-]
- HOMO energy: -0.18 eV

ORCA input file:
```
! RIJCOSX wB97M-V def2-TZVPD def2/J DEFGRID3
* xyz -2 1
H -1.460 1.323 1.350
H 0.171 -1.767 -0.232
O -1.942 -1.031 -0.161
P 1.049 0.202 0.108
H -1.244 1.319 -1.258
O 1.084 -1.445 -0.644
O 1.526 0.002 1.516
O 1.980 1.104 -0.667
Si -1.164 0.292 -0.012
*
```

Relative stability in eV, measured from the most stable structure: w 0.860; x 0.000

w:
A 3-piece molecular cluster, C3H11NO3 overall, computed with the ωB97M-V functional and the def2-TZVPD basis.

Properties
- Lowest unoccupied orbital energy: 0.776 eV
- SMILES: CNCC=O.O.O
- HOMO energy: -8.34 eV

ORCA input file:
```
! RIJCOSX wB97M-V def2-TZVPD def2/J DEFGRID3
* xyz 0 1
O -0.839 -0.261 -0.382
O -3.753 1.068 -1.020
C -0.643 0.923 -0.369
N 1.343 0.823 1.046
H -4.351 0.547 -1.576
H -4.371 1.754 -0.719
O -0.602 -4.571 -0.325
H 1.278 1.214 -1.033
H 3.272 0.455 0.275
H -1.430 1.625 -0.630
C 0.743 1.441 -0.096
H 0.793 2.529 -0.004
H -1.050 -5.392 -0.071
C 2.772 0.812 1.186
H 3.116 1.784 1.538
H 3.020 0.123 1.996
H -0.184 -4.851 -1.152
H 0.887 -0.022 1.335
*
```

x:
A 3-piece molecular cluster, C3H11NO3 overall, computed with the ωB97M-V functional and the def2-TZVPD basis.

Properties
- Lowest unoccupied orbital energy: 0.699 eV
- SMILES: NCCC=O.O.O
- HOMO energy: -10.14 eV

ORCA input file:
```
! RIJCOSX wB97M-V def2-TZVPD def2/J DEFGRID3
* xyz 0 1
O -1.762 -0.158 2.660
O 1.047 -0.720 3.686
H 0.736 2.107 -0.513
C 0.144 -0.018 -0.757
H 0.649 0.812 -2.568
H 1.728 -1.251 -2.191
H -2.017 0.751 2.803
H -0.527 -0.747 -0.507
C 0.136 -0.081 -2.320
H 1.146 0.170 4.081
H 1.153 -1.108 -3.697
H -2.408 -0.436 1.982
H -0.879 -0.072 -2.751
H 0.070 -0.757 3.385
H 1.151 -0.294 -0.477
C -0.085 1.364 -0.260
O -1.119 1.814 0.187
N 0.838 -1.375 -2.744
*
```

y:
A 3-piece molecular cluster, C3H11NO3 overall, computed with the ωB97M-V functional and the def2-TZVPD basis.

Properties
- Lowest unoccupied orbital energy: 0.560 eV
- SMILES: CN(C)C=O.O.O
- HOMO energy: -9.86 eV

ORCA input file:
```
! RIJCOSX wB97M-V def2-TZVPD def2/J DEFGRID3
* xyz 0 1
H -0.999 2.181 -1.276
H 0.812 -0.789 1.234
H 2.516 -1.846 -0.923
O 2.761 -1.790 -1.848
H 1.714 -2.154 0.454
H 3.141 -0.901 -1.754
H -1.727 -0.236 1.819
C -0.906 1.102 -1.203
H -2.826 0.865 0.979
N -0.804 0.691 0.196
H -2.379 -0.703 0.308
O 1.032 -1.669 0.889
C -1.996 0.164 0.852
H -0.030 0.772 -1.764
H 0.766 2.001 0.604
H -1.723 0.509 -1.609
C 0.174 1.146 0.967
O 0.472 0.656 2.074
*
```

Relative stability in eV, measured from the most stable structure: w 0.118; x 0.000; y 0.200

w:
A 3-piece molecular cluster, C3H11NO3 overall, computed with the ωB97M-V functional and the def2-TZVPD basis.

Properties
- Lowest unoccupied orbital energy (alpha / beta): -0.157 / -0.947 eV
- HOMO energy (alpha / beta): -9.29 / -7.03 eV

ORCA input file:
```
! RIJCOSX wB97M-V def2-TZVPD def2/J DEFGRID3
* xyz 0 1
H 1.509 -1.341 -2.568
C 0.203 -0.804 -0.959
H 0.439 -0.087 3.481
H 1.882 0.227 -1.814
C -0.577 1.514 0.325
O -0.651 -0.376 1.853
H -1.080 0.618 3.487
O 0.885 -1.320 0.069
H 0.499 0.078 -2.907
H 0.348 -1.071 0.945
H 0.254 1.628 1.003
H -1.544 1.579 0.797
O -0.880 -1.624 -1.301
N -0.273 0.374 2.919
H -0.299 0.267 -0.486
H -0.478 2.049 -0.617
C 1.080 -0.434 -2.138
H -1.316 -1.277 -2.089
*
```

x:
A 3-piece molecular cluster, C3H11NO3 overall, computed with the ωB97M-V functional and the def2-TZVPD basis.

Properties
- Lowest unoccupied orbital energy: -5.179 eV
- HOMO energy: -8.66 eV

ORCA input file:
```
! RIJCOSX wB97M-V def2-TZVPD def2/J DEFGRID3
* xyz 0 1
H -1.720 -1.348 0.752
H 0.798 -0.112 -2.448
C -0.588 1.022 1.309
H 0.706 0.284 -0.274
H -0.030 0.394 3.169
H 1.120 1.491 2.580
O 0.559 0.920 -2.580
O 1.059 -1.372 -2.002
N 0.492 0.673 2.338
O -1.787 0.833 1.789
H -0.050 -1.642 1.204
C -0.342 0.181 0.040
H 0.694 1.154 -3.459
H -0.350 2.059 1.009
C -0.687 -1.293 0.351
H -0.982 0.576 -0.740
H 1.625 -1.883 -2.521
H -0.516 -1.937 -0.517
*
```

Relative stability in eV, measured from the most stable structure: w 0.000; x 2.142

w:
A 4-piece molecular cluster, C3H11NO3 overall, computed with the ωB97M-V functional and the def2-TZVPD basis.

Properties
- Lowest unoccupied orbital energy: 0.512 eV
- SMILES: C=CN=C.O.O.O
- HOMO energy: -9.50 eV

ORCA input file:
```
! RIJCOSX wB97M-V def2-TZVPD def2/J DEFGRID3
* xyz 0 1
H 0.686 -1.952 -0.122
H -3.279 0.825 0.307
H 0.691 -1.976 1.776
H -1.573 -1.017 -0.182
O -0.178 2.204 0.861
C 0.885 -1.472 0.833
H -2.301 -1.486 -1.438
H 0.452 1.513 1.072
N 1.483 -0.360 0.972
O -1.417 -1.356 -1.080
C 1.624 0.134 -1.453
C 1.993 0.308 -0.198
O -2.432 0.566 0.682
H -0.821 2.161 1.579
H 2.270 0.434 -2.264
H 0.785 -0.508 -1.697
H -1.776 1.160 0.276
H 2.906 0.821 0.077
*
```

x:
A 4-piece molecular cluster, C3H11NO3 overall, computed with the ωB97M-V functional and the def2-TZVPD basis.

Properties
- Lowest unoccupied orbital energy: 0.545 eV
- SMILES: C=CN=C.O.O.O
- HOMO energy: -9.22 eV

ORCA input file:
```
! RIJCOSX wB97M-V def2-TZVPD def2/J DEFGRID3
* xyz 0 1
H 0.129 -1.433 2.391
C 0.690 -0.849 1.663
N 0.976 -1.260 0.517
H 1.369 0.437 -2.445
H -0.319 2.886 1.801
H -2.079 1.022 -0.732
H -1.141 -1.970 -0.757
O 0.487 2.615 1.356
H -2.188 0.701 0.697
H -1.321 -2.409 -2.156
O -1.619 1.179 0.082
H 1.064 0.078 2.106
C 1.720 -0.477 -0.415
H 0.159 2.187 0.534
H 0.094 -0.341 -1.706
O -1.854 -2.039 -1.416
C 1.139 -0.085 -1.522
H 2.694 -0.242 0.002
*
```

Relative stability in eV, measured from the most stable structure: w 0.000; x 0.329

w:
A 2-piece molecular cluster, C3H11NO3 overall, computed with the ωB97M-V functional and the def2-TZVPD basis.

Properties
- Lowest unoccupied orbital energy: 0.601 eV
- SMILES: OCCNCO.O
- HOMO energy: -8.99 eV

ORCA input file:
```
! RIJCOSX wB97M-V def2-TZVPD def2/J DEFGRID3
* xyz 0 1
H -0.932 -1.991 -0.264
O -1.678 2.321 1.122
C -0.647 2.007 0.055
C -0.093 -1.726 -0.986
N -0.502 0.608 -0.307
H -1.995 1.407 1.279
H 1.796 0.579 3.065
H 1.267 -0.241 0.356
O -0.621 -1.742 -2.281
H 1.067 0.024 -1.597
O 2.146 -0.203 2.518
H -0.666 -2.646 -2.520
H 0.570 -2.578 -1.010
H 1.390 -0.874 2.578
H 0.319 2.263 0.391
C 0.662 -0.359 -0.620
H -1.232 0.469 -0.998
H -0.852 2.681 -0.780
*
```

x:
A 3-piece molecular cluster, C3H11NO3 overall, computed with the ωB97M-V functional and the def2-TZVPD basis.

Properties
- Lowest unoccupied orbital energy: 0.777 eV
- SMILES: CNCC=O.O.O
- HOMO energy: -8.56 eV

ORCA input file:
```
! RIJCOSX wB97M-V def2-TZVPD def2/J DEFGRID3
* xyz 0 1
O -1.094 1.952 2.021
H 0.279 0.510 -0.348
H -1.886 2.217 2.465
H 2.250 1.169 -1.652
H -1.436 1.838 -0.891
H -2.147 0.322 -1.565
C 0.848 -1.751 0.265
H -0.689 -1.775 -1.038
H -1.303 -1.730 0.637
C -0.575 -1.285 -0.051
H -2.555 0.794 0.103
H 0.996 -2.841 0.273
H 2.266 -0.316 -1.657
C -1.793 0.841 -0.661
N -0.632 0.138 -0.117
H -1.169 1.020 1.842
O 1.746 0.427 -1.956
O 1.726 -1.035 0.662
*
```

y:
A 3-piece molecular cluster, C3H11NO3 overall, computed with the ωB97M-V functional and the def2-TZVPD basis.

Properties
- Lowest unoccupied orbital energy: 0.494 eV
- SMILES: C[C@H](N)C=O.O.O
- HOMO energy: -9.86 eV

ORCA input file:
```
! RIJCOSX wB97M-V def2-TZVPD def2/J DEFGRID3
* xyz 0 1
H -1.006 -1.632 0.729
H -2.317 -1.148 -0.354
H -1.392 0.636 -1.191
O 0.115 1.861 1.837
C -1.919 -1.001 0.640
N -0.963 1.019 -0.353
H 2.447 0.591 -0.921
O 2.194 -2.819 -2.230
C -0.300 0.732 1.925
H -2.258 1.004 1.308
O 1.688 0.413 -1.473
H -1.170 2.006 -0.432
H 1.579 -2.197 -1.837
H -2.481 -1.292 1.532
C -1.419 0.418 0.891
H -0.032 0.023 2.729
H 0.932 0.662 -0.915
H 2.842 -2.321 -2.730
*
```

Relative stability in eV, measured from the most stable structure: w 1.572; x 0.292; y 0.000

w:
C5H7NO in the gas phase, computed with the ωB97M-V functional and the def2-TZVPD basis.

Properties
- Lowest unoccupied orbital energy: 1.000 eV
- SMILES: Cc1occc1N
- HOMO energy: -7.99 eV

ORCA input file:
```
! RIJCOSX wB97M-V def2-TZVPD def2/J DEFGRID3
* xyz 0 1
H -2.195 -0.340 2.226
C -1.365 -0.328 1.536
H 0.506 0.807 -2.194
H -0.223 2.181 -1.357
C 0.489 -0.497 0.315
H 2.497 -0.569 0.483
H 0.273 -1.563 2.294
C -0.146 -0.913 1.536
H 1.952 -0.666 -1.069
H -1.260 0.984 -2.174
C -0.346 1.114 -1.580
O -1.544 0.412 0.416
C -0.398 0.315 -0.322
N 1.761 -0.936 -0.111
*
```

x:
C5H7NO in the gas phase, computed with the ωB97M-V functional and the def2-TZVPD basis.

Properties
- Lowest unoccupied orbital energy: 0.009 eV
- SMILES: CC(=O)C1=N[C@H]1C
- HOMO energy: -9.62 eV

ORCA input file:
```
! RIJCOSX wB97M-V def2-TZVPD def2/J DEFGRID3
* xyz 0 1
H -2.402 1.341 -1.086
H -0.826 0.546 -1.409
O 0.677 -1.995 1.538
C -1.172 0.991 0.604
C 1.895 -0.764 -0.312
H 1.616 -1.617 -0.931
H -2.098 -0.458 -0.789
H 1.691 0.223 -0.638
C 0.992 -0.993 0.930
H 2.931 -1.130 -0.123
H -1.914 1.447 1.338
N 0.226 1.519 0.641
C 0.057 0.321 0.992
C -1.673 0.567 -0.755
*
```

Relative stability in eV, measured from the most stable structure: w 0.000; x 2.564